{
  "formula": "C58H84ClN3O3W",
  "method": "ωB97M-V/def2-TZVPD",
  "species": ["W", "C", "C", "C", "C", "C", "C", "C", "C", "N", "C", "C", "N", "C", "C", "N", "C", "C", "C", "C", "C", "C", "C", "C", "C", "O", "C", "C", "C", "C", "C", "C", "C", "C", "C", "C", "C", "C", "C", "C", "C", "O", "C", "C", "C", "C", "C", "C", "C", "C", "C", "O", "C", "C", "C", "C", "C", "C", "H", "H", "H", "H", "H", "H", "H", "H", "H", "H", "H", "H", "H", "H", "H", "H", "H", "H", "H", "H", "H", "H", "H", "H", "H", "H", "H", "H", "H", "H", "H", "H", "H", "H", "H", "H", "H", "H", "H", "H", "H", "H", "H", "H", "H", "H", "H", "H", "H", "H", "H", "H", "H", "H", "H", "H", "H", "H", "H", "H", "H", "H", "H", "H", "H", "H", "H", "H", "H", "H", "H", "H", "H", "H", "H", "H", "H", "H", "Cl", "C", "C", "C", "C", "C", "C", "C", "H", "H", "H", "H", "H", "H"],
  "xyz": [[-0.25603, -0.48441, -0.20832], [5.01031, -3.92120, 5.01846], [4.98864, -3.72582, 3.50180], [6.12340, -2.75938, 3.13113], [5.25271, -5.08755, 2.84237], [3.65502, -3.16242, 3.00963], [3.45335, -2.92125, 1.66049], [2.26891, -2.38976, 1.16415], [2.11244, -2.34286, -0.33450], [1.76736, -1.00881, -0.89915], [1.64983, -1.10640, -2.37500], [0.98000, 0.12543, -2.96208], [-0.23640, 0.51492, -2.19019], [-0.21891, 1.95882, -1.87963], [0.83743, 2.29622, -0.83199], [0.84313, 1.36915, 0.33885], [2.22830, 0.90931, 0.62653], [2.75895, 0.01973, -0.48791], [0.32027, 2.00113, 1.58424], [-1.01946, 2.69992, 1.55129], [-1.07180, 4.05957, 1.24045], [-2.22405, 4.80153, 1.42205], [-3.27798, 4.18490, 2.09758], [-3.25967, 2.85426, 2.49505], [-2.16545, 2.08249, 2.05919], [-2.19271, 0.71712, 2.20311], [-4.29199, 2.31895, 3.50340], [-3.51854, 1.87343, 4.75808], [-5.27433, 3.41520, 3.93451], [-5.12416, 1.13760, 2.99619], [-2.34733, 6.26740, 1.00900], [-1.11376, 6.75991, 0.25028], [-2.52806, 7.14103, 2.25974], [-3.56739, 6.43011, 0.09079], [-1.46851, 0.14633, -2.93258], [-1.54558, -1.30793, -3.33238], [-1.78081, -1.58755, -4.67998], [-1.96080, -2.87552, -5.14333], [-1.92943, -3.89361, -4.18493], [-1.70849, -3.68555, -2.83526], [-1.46194, -2.35494, -2.38468], [-1.12910, -2.14190, -1.12940], [-1.77796, -4.84964, -1.83913], [-2.04651, -6.18193, -2.54422], [-0.47651, -5.00271, -1.03322], [-2.93094, -4.59510, -0.85436], [-2.20793, -3.21866, -6.61094], [-3.57511, -3.90171, -6.76002], [-1.11165, -4.17126, -7.10957], [-2.19921, -1.97576, -7.50167], [1.21981, -2.02419, 2.04945], [0.14422, -1.38258, 1.63832], [1.37320, -2.35396, 3.42240], [2.58087, -2.89169, 3.85286], [0.21708, -2.13599, 4.40686], [-0.11303, -0.64002, 4.53241], [-1.02825, -2.90145, 3.92688], [0.55101, -2.65366, 5.80947], [5.98506, -4.30905, 5.32242], [4.25131, -4.63735, 5.34196], [4.84413, -2.97958, 5.54704], [7.08655, -3.15087, 3.47005], [5.96357, -1.78513, 3.59852], [6.18128, -2.61064, 2.05078], [6.20727, -5.49917, 3.18306], [5.29173, -5.00561, 1.75487], [4.46140, -5.79575, 3.09656], [4.23450, -3.16928, 0.94606], [1.31547, -3.01221, -0.66259], [3.04889, -2.68659, -0.79322], [1.04973, -1.99058, -2.58697], [2.63801, -1.24653, -2.83162], [0.71860, -0.07630, -4.00260], [1.67528, 0.96556, -2.96868], [-1.20797, 2.23064, -1.51860], [-0.01423, 2.54149, -2.79148], [0.68317, 3.32318, -0.50424], [1.82422, 2.27444, -1.29252], [2.20069, 0.35103, 1.56149], [2.89657, 1.77022, 0.76107], [3.67760, -0.46326, -0.14788], [3.02157, 0.61852, -1.35943], [1.05898, 2.74040, 1.92216], [0.28201, 1.19741, 2.31884], [-0.17119, 4.54550, 0.88700], [-4.13624, 4.78842, 2.35424], [-2.95062, 2.70696, 5.17861], [-2.82837, 1.06202, 4.52606], [-4.22117, 1.52099, 5.51755], [-4.76032, 4.28522, 4.34933], [-5.92785, 3.01580, 4.71131], [-5.90948, 3.74087, 3.10653], [-4.51046, 0.25348, 2.84505], [-5.64047, 1.38116, 2.06491], [-5.87761, 0.88971, 3.74840], [-0.21967, 6.74629, 0.87739], [-1.27237, 7.78980, -0.07376], [-0.92396, 6.15353, -0.63893], [-1.66506, 7.04819, 2.92249], [-3.41651, 6.85216, 2.82305], [-2.63455, 8.19203, 1.97800], [-3.46358, 5.80605, -0.80039], [-3.66315, 7.47060, -0.22796], [-4.49285, 6.14595, 0.59531], [-1.53203, 0.75967, -3.84177], [-2.30851, 0.41485, -2.28554], [-1.82436, -0.74846, -5.36588], [-2.09561, -4.90753, -4.52556], [-1.23815, -6.44920, -3.23040], [-2.98763, -6.17289, -3.09855], [-2.11775, -6.96728, -1.78927], [0.39457, -5.06084, -1.69297], [-0.51910, -5.92522, -0.44695], [-0.36028, -4.17002, -0.34087], [-3.88417, -4.52710, -1.38470], [-2.76717, -3.66688, -0.31286], [-2.99652, -5.40951, -0.12732], [-3.62895, -4.82028, -6.17284], [-3.76133, -4.15917, -7.80615], [-4.37353, -3.23870, -6.42031], [-1.09126, -5.09564, -6.52988], [-0.12889, -3.70119, -7.02715], [-1.28158, -4.43425, -8.15741], [-2.98645, -1.27418, -7.21635], [-2.37212, -2.26702, -8.53962], [-1.23851, -1.45678, -7.45614], [2.68998, -3.11535, 4.90333], [-0.55004, -0.26400, 3.61051], [0.78696, -0.06656, 4.77418], [-0.83699, -0.48209, 5.33855], [-1.33032, -2.57972, 2.93182], [-1.85918, -2.72848, 4.61781], [-0.82635, -3.97526, 3.90015], [1.37714, -2.10247, 6.26587], [0.80327, -3.71650, 5.80012], [-0.32406, -2.52221, 6.44881], [-4.73238, -2.12680, 1.22205], [-4.81121, -0.65616, 0.30370], [-5.98961, -0.39241, -0.37878], [-6.14008, 0.80907, -1.05339], [-5.10778, 1.73635, -1.04479], [-3.92845, 1.44268, -0.38086], [-3.74831, 0.24403, 0.31362], [-2.42913, -0.03496, 0.98616], [-6.78486, -1.12532, -0.36220], [-7.06183, 1.01694, -1.58159], [-5.21661, 2.68252, -1.56008], [-3.12415, 2.17227, -0.38022], [-1.70691, 0.55040, 0.12277], [-2.38982, -1.06917, 1.30718]],
  "forces_ev_per_angstrom": [[-0.66, 0.67, -0.08], [-0.03, 0.00, 0.00], [0.02, -0.02, 0.00], [-0.02, 0.00, -0.02], [0.01, 0.00, 0.01], [0.03, -0.01, 0.02], [0.01, 0.00, -0.07], [-0.08, 0.03, 0.03], [-0.07, 0.01, -0.03], [0.07, -0.08, 0.03], [0.07, -0.09, 0.08], [0.02, 0.02, 0.03], [0.12, -0.01, -0.07], [-0.05, -0.02, -0.05], [-0.01, -0.04, -0.01], [0.06, 0.12, -0.12], [-0.02, 0.01, -0.03], [0.00, 0.04, -0.02], [0.06, -0.07, 0.00], [-0.01, -0.03, -0.04], [0.03, 0.00, -0.01], [-0.05, 0.07, -0.03], [0.04, -0.02, 0.06], [-0.05, 0.01, 0.01], [-0.02, 0.02, 0.00], [-0.07, 0.08, 0.11], [-0.05, -0.01, 0.03], [0.04, -0.01, -0.06], [0.04, 0.01, -0.05], [0.01, 0.00, 0.01], [0.00, 0.03, 0.02], [0.00, -0.04, 0.02], [-0.01, 0.01, -0.02], [-0.01, -0.03, 0.01], [-0.04, -0.10, -0.01], [-0.01, 0.01, 0.08], [0.02, 0.02, 0.01], [-0.01, 0.00, -0.02], [-0.04, -0.02, -0.06], [0.05, 0.03, 0.07], [0.07, 0.04, -0.29], [-0.22, 0.04, 0.21], [-0.02, -0.01, 0.04], [0.03, -0.03, 0.05], [-0.10, 0.02, 0.05], [0.04, 0.03, -0.06], [0.00, -0.01, -0.02], [0.00, -0.01, 0.01], [0.00, 0.00, 0.00], [0.01, 0.01, 0.03], [0.23, -0.03, -0.05], [-0.15, -0.22, 0.14], [-0.07, 0.03, 0.00], [0.00, -0.02, 0.02], [-0.01, 0.02, 0.01], [-0.04, -0.02, -0.02], [0.00, 0.03, 0.00], [0.01, 0.02, 0.00], [-0.01, 0.01, 0.00], [0.02, 0.03, 0.00], [0.00, -0.03, 0.00], [-0.02, 0.01, -0.01], [0.01, -0.01, -0.01], [0.00, 0.00, 0.03], [-0.03, 0.01, -0.01], [0.00, 0.00, 0.01], [0.01, 0.01, -0.01], [-0.02, 0.00, 0.02], [0.01, 0.02, 0.03], [0.02, 0.00, -0.01], [0.00, 0.00, -0.02], [0.02, -0.01, 0.00], [-0.01, -0.01, -0.02], [-0.02, 0.03, 0.00], [-0.01, -0.02, 0.00], [0.02, 0.04, 0.01], [0.00, 0.01, 0.01], [0.03, -0.01, 0.02], [-0.04, -0.02, 0.02], [0.03, 0.00, 0.02], [0.00, -0.02, 0.02], [0.01, -0.02, -0.03], [0.01, 0.02, 0.00], [0.01, 0.01, 0.03], [-0.01, -0.01, 0.01], [-0.01, -0.01, 0.00], [0.00, -0.01, 0.00], [-0.01, 0.02, 0.01], [0.01, 0.00, -0.02], [-0.03, -0.01, 0.00], [0.01, -0.01, -0.01], [0.02, 0.01, 0.01], [-0.01, 0.02, -0.01], [0.01, -0.01, 0.02], [0.00, 0.01, -0.02], [-0.01, -0.01, -0.01], [0.00, 0.00, 0.00], [0.00, 0.02, 0.00], [-0.01, 0.00, -0.01], [0.01, 0.01, -0.01], [0.01, -0.03, 0.00], [-0.01, 0.02, 0.01], [-0.01, -0.01, 0.01], [0.03, 0.00, -0.02], [0.00, 0.01, -0.02], [0.03, 0.02, 0.03], [0.00, -0.02, 0.01], [0.01, 0.06, 0.01], [-0.03, -0.01, 0.01], [0.02, 0.01, 0.01], [0.01, -0.01, -0.01], [-0.01, 0.01, 0.01], [0.02, 0.01, -0.03], [0.06, -0.05, -0.07], [0.01, -0.01, 0.01], [-0.02, 0.03, 0.02], [0.00, -0.01, -0.03], [0.00, 0.02, -0.01], [0.00, 0.00, 0.01], [0.00, -0.01, 0.00], [0.00, 0.02, -0.01], [-0.01, -0.01, 0.00], [0.01, 0.01, 0.02], [0.02, 0.00, -0.01], [0.00, 0.00, 0.01], [-0.02, 0.00, 0.00], [-0.01, 0.02, -0.03], [0.04, 0.01, 0.04], [-0.01, 0.00, 0.00], [0.02, -0.02, -0.01], [0.01, -0.01, 0.02], [0.02, 0.00, -0.02], [-0.01, 0.01, 0.00], [0.00, -0.01, -0.01], [-0.01, 0.02, 0.02], [0.00, -0.01, 0.00], [0.03, -0.10, 0.01], [0.02, -0.01, -0.01], [0.00, 0.03, -0.01], [0.02, -0.03, 0.02], [-0.01, 0.02, 0.00], [-0.02, 0.04, -0.03], [0.04, 0.06, -0.06], [0.05, -0.37, 0.11], [0.01, 0.01, 0.00], [0.01, 0.00, 0.01], [0.00, -0.01, 0.01], [-0.03, -0.04, -0.01], [0.42, -0.15, -0.09], [0.10, -0.01, 0.03]],
  "lowdin_spin": [1.649, 0.000, 0.001, 0.001, 0.001, 0.010, -0.001, 0.009, 0.004, 0.011, 0.010, 0.003, 0.016, 0.004, 0.007, 0.024, 0.010, 0.007, 0.013, 0.000, 0.000, 0.000, 0.000, 0.000, 0.000, 0.007, 0.000, 0.000, 0.000, 0.000, 0.000, 0.000, 0.000, 0.000, 0.014, 0.008, 0.000, 0.006, -0.001, 0.004, 0.006, 0.097, 0.001, 0.000, 0.001, 0.001, 0.001, 0.000, 0.000, 0.000, 0.005, 0.067, 0.007, -0.001, 0.001, 0.000, 0.001, 0.000, 0.000, 0.000, 0.000, 0.000, 0.000, 0.000, 0.000, 0.000, 0.000, 0.000, 0.001, 0.000, 0.001, 0.002, 0.000, 0.000, -0.002, 0.000, 0.001, 0.000, 0.001, 0.002, 0.000, 0.001, 0.002, 0.002, 0.000, 0.000, 0.000, 0.000, 0.000, 0.000, 0.000, 0.000, 0.000, 0.000, 0.000, 0.000, 0.000, 0.000, 0.000, 0.000, 0.000, 0.000, 0.000, 0.000, 0.003, 0.003, 0.000, 0.000, 0.000, 0.000, 0.000, 0.000, 0.000, 0.000, 0.000, 0.000, 0.000, 0.000, 0.000, 0.000, 0.000, 0.000, 0.000, 0.000, 0.000, 0.000, 0.000, 0.000, 0.000, 0.000, 0.000, 0.000, 0.000, 0.000, 0.000, 0.000, 0.000, 0.001, -0.001, 0.001, 0.000, -0.001, -0.001, -0.015, 0.000, 0.000, 0.000, -0.001, 0.000, -0.001],
  "total_energy_ev": -86471.327,
  "charge": 0,
  "spin_multiplicity": 3,
  "largest_force_ev_per_a": 0.95,
  "s_squared": 2.017
}